Formula: C40H68BBrIN15O5PS
Source: the Open Molecules 2025 dataset
Level of theory: ωB97M-V/def2-TZVPD

The LUMO energy is -0.10224 hartree. As for the HOMO-LUMO gap: 6.6661 eV. The value obtained for the electronic energy is -174103.4332 eV. The total charge is +1.

Last columns: bonded neighbours and bond lengths (Å).
Geometry (Å):
1 C 0.78054 -0.17309 5.80318  C2 1.554, H27 1.099, H28 1.102, H29 1.100
2 C -0.30229 -0.16562 4.68902  C1 1.554, C3 1.548, H30 1.104, H31 1.099
3 C -0.87375 -1.58238 4.44025  C2 1.548, C4 1.577, H32 1.104, H33 1.099
4 C -0.02470 -2.45389 3.43772  C3 1.577, N5 1.478, H34 1.083, H35 1.104
5 N 1.32924 -1.91739 3.18550  C4 1.478, C6 1.340, H36 1.015
6 C 1.71198 -2.03822 1.90736  N5 1.340, N7 1.304, C22 1.550
7 N 1.10607 -2.65386 0.93095  C6 1.304, C8 1.464, H37 1.017
8 C 1.68284 -2.60647 -0.41362  N7 1.464, S9 1.839, P10 1.963, C13 1.592
9 S 2.28051 -4.23799 -1.01516  C8 1.839, H38 1.359
10 P 0.11763 -2.23786 -1.54015  C8 1.963, O11 1.652, Br12 2.254
11 O -1.09115 -1.62198 -0.59704  P10 1.652, H39 0.972
12 Br -0.76843 -4.20200 -2.20297  P10 2.254
13 C 2.74040 -1.42558 -0.27207  C8 1.592, C14 1.555, B18 1.637, C22 1.558
14 C 3.98453 -1.43492 -1.20490  C13 1.555, O15 1.420, H40 1.105, H41 1.099
15 O 5.01151 -0.71559 -0.53838  C14 1.420, C16 1.436
16 C 5.34844 0.53343 -1.16258  O15 1.436, C17 1.554, H42 1.099, H43 1.106
17 C 6.73427 0.94017 -0.58814  C16 1.554, H44 1.106, H45 1.096, H46 1.099
18 B 1.89333 -0.06094 -0.58722  C13 1.637, O19 1.401, O20 1.398
19 O 0.82391 0.33211 0.22748  B18 1.401, H47 0.971
20 O 2.20934 0.80866 -1.63523  B18 1.398, C21 1.426
21 C 1.53710 0.52165 -2.85975  O20 1.426, H48 1.106, H49 1.107, H50 1.098
22 C 2.99442 -1.45093 1.26506  C6 1.550, C13 1.558, I23 2.182, C24 1.592
23 I 3.49865 0.45617 2.19848  C22 2.182
24 C 4.12544 -2.40073 1.85951  C22 1.592, O25 1.408, H51 1.107, H52 1.099
25 O 4.54270 -3.42120 0.98312  C24 1.408, C26 1.429
26 C 4.32610 -4.73101 1.51302  O25 1.429, H53 1.101, H54 1.104, H55 1.101
27 H 1.70913 -0.66931 5.48777  C1 1.099
28 H 0.98038 0.87633 6.07203  C1 1.102
29 H 0.38579 -0.65691 6.70933  C1 1.100
30 H -1.13819 0.43762 5.08561  C2 1.104
31 H 0.01277 0.32203 3.75554  C2 1.099
32 H -1.86866 -1.44398 3.98111  C3 1.104
33 H -1.04635 -2.16932 5.35346  C3 1.099
34 H -0.62611 -2.57463 2.54474  C4 1.083
35 H 0.10579 -3.43461 3.92662  C4 1.104
36 H 2.02810 -2.24916 3.84187  N5 1.015
37 H 0.23776 -3.17837 1.00128  N7 1.017
38 H 2.51548 -3.95264 -2.32305  S9 1.359
39 H -1.48163 -2.32939 -0.05693  O11 0.972
40 H 4.36270 -2.46850 -1.30847  C14 1.105
41 H 3.76753 -1.07962 -2.22206  C14 1.099
42 H 5.37894 0.48707 -2.26039  C16 1.099
43 H 4.63655 1.28784 -0.77903  C16 1.106
44 H 6.75550 0.51925 0.43490  C17 1.106
45 H 6.83957 2.02525 -0.47157  C17 1.096
46 H 7.56495 0.46839 -1.13113  C17 1.099
47 H 1.10044 1.19995 0.56349  O19 0.971
48 H 0.43760 0.61834 -2.78910  C21 1.106
49 H 1.72325 -0.52242 -3.17879  C21 1.107
50 H 1.87403 1.16709 -3.68128  C21 1.098
51 H 3.75830 -2.88615 2.78364  C24 1.107
52 H 5.00587 -1.79068 2.10594  C24 1.099
53 H 5.21610 -4.99836 2.10426  C26 1.101
54 H 4.31754 -5.41184 0.64416  C26 1.104
55 H 3.38065 -4.85494 2.06405  C26 1.101
56 C 3.67695 4.42608 -0.42991  C57 1.475, H59 1.085, H60 1.089, H61 1.085
57 C 5.04024 4.39688 0.13176  C56 1.475, N58 1.146
58 N 6.10091 4.36953 0.56581  C57 1.146
59 H 3.69732 4.10677 -1.46700  C56 1.085
60 H 3.02906 3.75638 0.13461  C56 1.089
61 H 3.27901 5.43444 -0.37619  C56 1.085
62 C -4.17386 -4.29670 1.03134  C63 1.468, H65 1.090, H66 1.081, H67 1.087
63 C -2.83326 -4.30183 1.63018  C62 1.468, N64 1.148
64 N -1.78630 -4.32014 2.10141  C63 1.148
65 H -4.11238 -4.63092 -0.00402  C62 1.090
66 H -4.82078 -4.96385 1.58448  C62 1.081
67 H -4.58849 -3.29241 1.05929  C62 1.087
68 C -7.52208 -5.23309 -1.12240  C69 1.468, H71 1.090, H72 1.088, H73 1.089
69 C -7.14538 -4.78458 0.22356  C68 1.468, N70 1.147
70 N -6.85336 -4.43353 1.27526  C69 1.147
71 H -6.63413 -5.31498 -1.74842  C68 1.090
72 H -8.00633 -6.20603 -1.06403  C68 1.088
73 H -8.21117 -4.51866 -1.56995  C68 1.089
74 C -5.63839 -0.67754 3.69022  C75 1.468, H77 1.088, H78 1.089, H79 1.088
75 C -4.36431 0.04318 3.57703  C74 1.468, N76 1.146
76 N -3.36997 0.60674 3.48830  C75 1.146
77 H -6.32692 -0.33261 2.92096  C74 1.088
78 H -5.47185 -1.74671 3.56657  C74 1.089
79 H -6.07838 -0.49679 4.66908  C74 1.088
80 C 5.33059 -8.45674 2.70570  C81 1.466, H83 1.088, H84 1.084, H85 1.090
81 C 4.95378 -7.35727 3.59927  C80 1.466, N82 1.146
82 N 4.65752 -6.49202 4.29042  C81 1.146
83 H 6.02113 -9.12685 3.21381  C80 1.088
84 H 4.44726 -9.01428 2.41547  C80 1.084
85 H 5.81260 -8.05817 1.81301  C80 1.090
86 C -0.62954 3.69872 -1.81225  C87 1.481, H89 1.088, H90 1.089, H91 1.082
87 C 0.61155 4.48672 -1.99221  C86 1.481, N88 1.150
88 N 1.58210 5.08997 -2.12184  C87 1.150
89 H -1.36972 3.99308 -2.55290  C86 1.088
90 H -0.41306 2.63747 -1.92966  C86 1.089
91 H -1.03261 3.87109 -0.82312  C86 1.082
92 C -5.36658 -1.79184 -2.32610  C93 1.468, H95 1.089, H96 1.089, H97 1.089
93 C -4.09727 -2.52366 -2.23805  C92 1.468, N94 1.150
94 N -3.10306 -3.09726 -2.17360  C93 1.150
95 H -5.57829 -1.54378 -3.36472  C92 1.089
96 H -6.17567 -2.40582 -1.93421  C92 1.089
97 H -5.30322 -0.87254 -1.74598  C92 1.089
98 C -2.52805 4.59968 2.39776  C99 1.466, H101 1.089, H102 1.089, H103 1.089
99 C -2.81420 4.52067 0.96198  C98 1.466, N100 1.147
100 N -3.04275 4.46423 -0.16084  C99 1.147
101 H -1.45399 4.54692 2.56978  C98 1.089
102 H -2.90773 5.53916 2.79642  C98 1.089
103 H -3.01145 3.77170 2.91433  C98 1.089
104 C -5.09297 7.91459 0.10621  C105 1.467, H107 1.089, H108 1.089, H109 1.088
105 C -5.41625 7.21711 1.35543  C104 1.467, N106 1.146
106 N -5.67352 6.67287 2.33109  C105 1.146
107 H -4.47309 8.78386 0.31852  C104 1.089
108 H -4.55197 7.24369 -0.55983  C104 1.089
109 H -6.00958 8.24071 -0.38178  C104 1.088
110 C 1.02641 -8.51729 2.86786  C111 1.467, H113 1.089, H114 1.089, H115 1.088
111 C 2.10321 -9.24383 3.54927  C110 1.467, N112 1.146
112 N 2.94540 -9.80937 4.08160  C111 1.146
113 H 1.43349 -7.64169 2.36367  C110 1.089
114 H 0.55241 -9.16453 2.13210  C110 1.089
115 H 0.28134 -8.19641 3.59360  C110 1.088
116 C 2.22046 2.84035 -6.92857  C117 1.467, H119 1.088, H120 1.089, H121 1.089
117 C 1.06878 3.01160 -6.03649  C116 1.467, N118 1.146
118 N 0.16809 3.14540 -5.34106  C117 1.146
119 H 1.88395 2.48752 -7.90165  C116 1.088
120 H 2.73441 3.79194 -7.05224  C116 1.089
121 H 2.91166 2.11381 -6.50472  C116 1.089
122 C -0.31553 6.71881 -4.20512  C123 1.467, H125 1.097, H126 1.090, H127 1.086
123 C -0.12595 7.70597 -5.27297  C122 1.467, N124 1.156
124 N 0.01973 8.50362 -6.09644  C123 1.156
125 H -1.30078 6.84835 -3.74057  C122 1.097
126 H -0.24662 5.71187 -4.61560  C122 1.090
127 H 0.44869 6.84306 -3.44324  C122 1.086
128 C -3.90193 10.70429 -6.56124  C129 1.470, H131 1.089, H132 1.089, H133 1.088
129 C -2.60845 10.06685 -6.27607  C128 1.470, N130 1.153
130 N -1.59323 9.56608 -6.05560  C129 1.153
131 H -4.02407 10.82410 -7.63646  C128 1.089
132 H -4.71415 10.08869 -6.17747  C128 1.089
133 H -3.94155 11.68299 -6.08676  C128 1.088

Löwdin atomic charge list, values in e, 5 entries: -0.1041 -0.2641 -0.1709 -0.1606 0.1005